Model P:
This record from the Open Molecules 2025 dataset describes 2 unconnected molecules or ions with the total composition C3H6O. The level of theory is ωB97M-V/def2-TZVPD.

```
10
C3H6O (ωB97M-V/def2-TZVPD)
C 0.43 -1.26 0.04
C -0.20 -0.31 -0.42
C -1.27 0.52 -0.93
H 1.03 -2.13 0.01
H -0.86 1.44 -1.35
H -1.84 0.01 -1.71
H -1.96 0.80 -0.13
O 1.84 0.05 1.60
H 1.38 0.65 2.20
H 1.45 0.24 0.68
```

Kohn-Sham gap	10.378	eV
LUMO	0.798	eV
spin multiplicity	1

---

Model Q:
This record from the Open Molecules 2025 dataset describes 2 unconnected molecules or ions with the total composition C3H6O. The level of theory is ωB97M-V/def2-TZVPD.

```
10
C3H6O (ωB97M-V/def2-TZVPD)
C -1.04 0.12 0.16
C 0.14 -0.76 -0.24
C 1.87 1.00 -0.20
O 1.54 1.63 0.69
H -0.78 0.94 0.83
H -1.83 -0.47 0.66
H -1.51 0.56 -0.72
H 0.48 -1.31 0.65
H -0.10 -1.51 -0.99
H 1.25 -0.28 -0.81
```

Kohn-Sham gap	11.041	eV
LUMO	1.167	eV
spin multiplicity	1

---

In terms of stability, model Q leads; the second structure lies 0.571 eV higher.

---

Model P:
This record from the Open Molecules 2025 dataset describes a single C3H6O molecule. The level of theory is ωB97M-V/def2-TZVPD.

```
10
C3H6O (ωB97M-V/def2-TZVPD)
C 1.96 -0.27 -0.04
C 0.78 0.38 0.08
O -0.38 -0.25 -0.19
C -1.74 -0.07 0.10
H 2.87 0.46 0.05
H 2.18 -1.34 0.06
H 0.60 1.41 -0.12
H -1.86 -0.56 1.04
H -2.16 1.05 -0.30
H -2.24 -0.81 -0.70
```

Kohn-Sham gap	9.764	eV
LUMO	1.038	eV
spin multiplicity	1

---

Model Q:
This record from the Open Molecules 2025 dataset describes a single C3H6O molecule. The level of theory is ωB97M-V/def2-TZVPD.

```
10
C3H6O (ωB97M-V/def2-TZVPD)
C -0.95 -0.31 0.51
C 0.40 0.51 0.36
C 0.92 -0.12 -0.87
O 1.91 -0.81 -0.93
H -1.56 -0.49 -0.42
H -0.81 -1.31 0.92
H -1.61 0.25 1.16
H 1.21 0.47 1.12
H 0.17 1.58 0.22
H 0.24 0.01 -1.73
```

Kohn-Sham gap	10.833	eV
LUMO	1.062	eV
spin multiplicity	1

---

Model R:
This record from the Open Molecules 2025 dataset describes 2 unconnected molecules or ions with the total composition C3H6O. The level of theory is ωB97M-V/def2-TZVPD.

```
10
C3H6O (ωB97M-V/def2-TZVPD)
C -3.34 0.49 -0.19
C -4.05 -0.50 -0.12
H -2.52 1.18 -0.21
H -4.70 -1.35 -0.06
C 2.25 0.23 0.04
O 3.42 -0.30 -0.38
H 2.14 1.38 -0.15
H 1.23 -0.12 -0.40
H 2.13 0.02 1.13
H 3.45 -1.02 0.34
```

Kohn-Sham gap	11.039	eV
LUMO	0.794	eV
spin multiplicity	1

---

Model S:
This record from the Open Molecules 2025 dataset describes a single C3H6O molecule. The level of theory is ωB97M-V/def2-TZVPD.

```
10
C3H6O (ωB97M-V/def2-TZVPD)
C -1.23 0.22 0.08
C 0.06 -0.47 -0.31
C 1.37 0.07 0.07
O 0.77 -0.97 0.82
H -1.93 -0.41 0.66
H -1.79 0.60 -0.78
H -0.98 1.06 0.73
H 0.24 -0.93 -1.28
H 2.26 -0.28 -0.46
H 1.36 1.11 0.39
```

Kohn-Sham gap	11.475	eV
LUMO	1.212	eV
spin multiplicity	1

---

In terms of stability, model Q leads; the second structure lies 0.955 eV higher.

---

Model P:
This record from the Open Molecules 2025 dataset describes a single C3H6O molecule. The level of theory is ωB97M-V/def2-TZVPD.

```
10
C3H6O (ωB97M-V/def2-TZVPD)
C -1.27 0.27 0.21
C 0.07 -0.16 -0.33
C 2.12 -0.23 0.62
O 0.88 -0.61 0.78
H -1.83 -0.58 0.61
H -1.84 0.73 -0.60
H -1.11 1.00 1.00
H 0.06 -0.91 -1.12
H 2.31 -0.26 -0.49
H 0.60 0.73 -0.67
```

Kohn-Sham gap	9.003	eV
LUMO	0.525	eV
spin multiplicity	1

---

Model Q:
This record from the Open Molecules 2025 dataset describes a single C3H6O molecule. The level of theory is ωB97M-V/def2-TZVPD.

```
10
C3H6O (ωB97M-V/def2-TZVPD)
C 0.15 0.72 -0.12
C -1.06 -0.24 -0.02
O -0.15 -1.29 -0.12
C 1.00 -0.45 0.02
H 0.08 1.24 -1.15
H 0.19 1.49 0.70
H -1.54 -0.03 1.07
H -2.00 -0.31 -0.66
H 1.89 -0.63 -0.77
H 1.45 -0.51 1.05
```

Kohn-Sham gap	10.539	eV
LUMO	1.142	eV
spin multiplicity	1

---

Model R:
This record from the Open Molecules 2025 dataset describes 2 unconnected molecules or ions with the total composition C3H6O. The level of theory is ωB97M-V/def2-TZVPD.

```
10
C3H6O (ωB97M-V/def2-TZVPD)
C -0.25 2.60 -0.53
C 0.21 1.70 -1.18
H -0.53 3.41 0.13
H 0.61 0.93 -1.76
C -0.01 -1.83 0.58
O -0.63 -0.66 0.15
H -0.70 -2.32 1.52
H 0.30 -2.43 -0.30
H 0.79 -1.50 1.16
H 0.20 0.10 0.23
```

Kohn-Sham gap	11.055	eV
LUMO	0.948	eV
spin multiplicity	1

---

In terms of stability, model Q leads; the second structure lies 1.485 eV higher.

---

Model P:
This record from the Open Molecules 2025 dataset describes a single C5H12N2S molecule. The level of theory is ωB97M-V/def2-TZVPD.

```
20
C5H12N2S (ωB97M-V/def2-TZVPD)
H -3.37 -0.53 1.07
N -2.43 -0.01 1.11
C -1.51 -0.46 0.44
C -0.09 -0.08 0.61
S 0.64 -1.78 0.99
N 1.56 -1.51 2.44
C 0.55 0.59 -0.61
C -0.01 2.02 -0.79
C 0.32 -0.36 -1.94
H -1.65 -1.10 -0.46
H 0.02 0.40 1.56
H 1.68 -2.41 2.85
H 2.29 -0.91 2.28
H 1.67 0.61 -0.47
H 0.81 2.64 -0.56
H -0.80 2.25 0.02
H -0.23 2.35 -1.77
H -0.74 -0.21 -2.23
H 0.82 -0.08 -2.80
H 0.46 -1.43 -1.72
```

Kohn-Sham gap	8.874	eV
LUMO	0.704	eV
spin multiplicity	1

---

Model Q:
This record from the Open Molecules 2025 dataset describes a single C5H12N2S molecule. The level of theory is ωB97M-V/def2-TZVPD.

```
20
C5H12N2S (ωB97M-V/def2-TZVPD)
C -1.43 -1.20 0.35
C -0.39 -0.23 -0.28
S -1.26 0.49 -1.71
C 0.91 -0.88 -0.80
N 1.64 -1.57 0.27
C 0.05 0.82 0.72
C 0.37 2.24 0.48
N -0.82 1.87 1.27
H -1.75 -1.96 -0.36
H -0.98 -1.76 1.20
H -2.32 -0.67 0.72
H -0.19 0.98 -2.39
H 0.63 -1.63 -1.50
H 1.49 -0.13 -1.36
H 1.17 -2.43 0.59
H 2.62 -1.59 0.14
H 0.59 0.28 1.53
H 0.06 2.60 -0.46
H 1.19 2.83 1.00
H -1.60 1.95 0.60
```

Kohn-Sham gap	9.694	eV
LUMO	0.714	eV
spin multiplicity	1

---

Model R:
This record from the Open Molecules 2025 dataset describes a single C5H12N2S molecule. The level of theory is ωB97M-V/def2-TZVPD.

```
20
C5H12N2S (ωB97M-V/def2-TZVPD)
C -1.33 -1.27 -1.00
C -0.37 -0.70 0.06
C 0.86 -1.56 0.22
C 0.03 0.73 -0.21
C -0.40 1.73 0.87
N 0.10 1.23 2.15
N 0.66 1.25 -1.20
S 1.13 0.30 -2.50
H -2.06 -0.54 -1.30
H -0.80 -1.57 -1.90
H -1.71 -2.22 -0.59
H -0.88 -0.70 1.04
H 1.38 -1.74 -0.71
H 0.53 -2.57 0.61
H 1.53 -1.03 0.88
H -0.02 2.70 0.54
H -1.49 1.67 0.94
H 1.10 1.30 2.22
H -0.30 1.84 2.87
H 2.06 1.16 -2.98
```

Kohn-Sham gap	9.420	eV
LUMO	0.884	eV
spin multiplicity	1

---

In terms of stability, model R leads; the second structure lies 0.534 eV higher.

---

Model P:
This record from the Open Molecules 2025 dataset describes a single C3H5NS2 molecule. The level of theory is ωB97M-V/def2-TZVPD.

```
11
C3H5NS2 (ωB97M-V/def2-TZVPD)
S 0.99 -2.19 1.30
C 0.62 -0.88 0.42
C -0.73 -0.30 0.43
C -0.70 1.13 -0.24
S 0.46 0.80 -1.56
N 1.37 -0.21 -0.47
H -1.17 -0.21 1.33
H -1.40 -0.92 -0.15
H -0.12 1.83 0.36
H -1.63 1.36 -0.73
H 2.32 -0.40 -0.67
```

Kohn-Sham gap	8.766	eV
LUMO	0.467	eV
spin multiplicity	1

---

Model Q:
This record from the Open Molecules 2025 dataset describes a single C3H5NS2 molecule. The level of theory is ωB97M-V/def2-TZVPD.

```
11
C3H5NS2 (ωB97M-V/def2-TZVPD)
S 1.26 1.49 -2.26
C 1.03 0.16 -1.31
S 1.75 -1.42 -1.72
N 0.70 0.22 0.04
C -0.32 1.06 0.59
C -0.41 -0.45 0.69
H 2.14 -0.74 -2.87
H -1.05 1.61 0.03
H 0.11 1.50 1.37
H -0.29 -0.97 1.76
H -1.02 -0.90 0.04
```

Kohn-Sham gap	8.795	eV
LUMO	0.076	eV
spin multiplicity	1

---

In terms of stability, model P leads; the second structure lies 1.562 eV higher.

---

Model P:
This record from the Open Molecules 2025 dataset describes a molecular structure, C10H9N2O6Pt. The level of theory is ωB97M-V/def2-TZVPD.

```
28
C10H9N2O6Pt (ωB97M-V/def2-TZVPD)
Pt 1.26 0.65 -1.01
O -3.12 -1.41 4.23
C -1.89 -1.60 4.19
O -1.14 -2.25 4.94
C -1.17 -0.91 3.01
C -1.90 -0.19 2.07
C -1.26 0.38 1.00
N 0.06 0.26 0.82
C 0.79 -0.37 1.74
C 0.22 -0.98 2.84
C 2.30 -0.32 1.54
O 3.03 -0.73 2.42
O 2.70 0.23 0.43
H -2.97 -0.10 2.22
H -1.80 0.95 0.25
H 0.83 -1.48 3.57
C 1.67 0.68 -4.09
O 0.39 0.17 -3.70
C 0.07 0.19 -2.42
C -1.30 -0.38 -2.26
H 2.45 0.00 -3.77
H 1.84 1.66 -3.66
H 1.65 0.74 -5.18
H -1.71 -0.71 -3.21
H -1.95 0.37 -1.82
H -1.26 -1.21 -1.55
O 0.69 3.59 -1.19
N 1.51 2.78 -1.41
```

Kohn-Sham gap (spin up / spin down)	7.037 / 6.810	eV
LUMO (spin up / spin down)	1.821 / 1.595	eV
total charge	-1
spin multiplicity	3

---

Model Q:
This record from the Open Molecules 2025 dataset describes a molecular structure, C10H9N2O6Pt. The level of theory is ωB97M-V/def2-TZVPD.

```
28
C10H9N2O6Pt (ωB97M-V/def2-TZVPD)
Pt 0.94 1.69 0.34
O -2.09 -4.17 -2.29
C -0.98 -3.73 -2.63
O -0.13 -4.20 -3.40
C -0.60 -2.38 -1.98
C -1.49 -1.76 -1.11
C -1.14 -0.58 -0.49
N 0.06 -0.01 -0.71
C 0.90 -0.56 -1.59
C 0.61 -1.75 -2.23
C 2.14 0.28 -1.88
O 2.98 -0.15 -2.65
O 2.19 1.43 -1.29
H -2.45 -2.23 -0.93
H -1.79 -0.06 0.20
H 1.31 -2.18 -2.93
C 0.51 -0.46 2.61
O 0.09 0.86 2.98
C 0.18 1.84 2.11
C -0.26 3.12 2.76
H 1.60 -0.48 2.61
H 0.14 -0.73 1.63
H 0.11 -1.11 3.38
H -0.68 2.95 3.75
H -0.97 3.63 2.11
H 0.61 3.78 2.83
O -1.40 3.35 -0.87
N -0.40 3.58 -0.33
```

Kohn-Sham gap (spin up / spin down)	7.271 / 6.789	eV
LUMO (spin up / spin down)	1.995 / 1.512	eV
total charge	-1
spin multiplicity	3

---

In terms of stability, model Q leads; the second structure lies 0.189 eV higher.